Density functional theory data (ωB97M-V with the def2-TZVPD basis set) for a molecular structure, C40H37Br2N6OSiV at a distorted geometry.

## Properties
**Spin multiplicity**: 3
**LUMO energy (alpha / beta)**: -0.37 / -0.48 eV
**Kohn-Sham gap (alpha / beta)**: 7.490 / 7.496 eV
**E_HOMO (alpha / beta)**: -7.86 / -7.98 eV
**Energy above the lowest of the compared OMol25 structures with the same formula, charge and spin**: 0.00 kcal per mole

Geometry (Å):
V (0.27854, -0.47613, 1.14044)
C (-4.04183, -1.20887, 0.85854)
C (-4.13728, -2.27828, -0.02943)
C (-2.98523, -2.83818, -0.51391)
C (-1.73008, -2.35606, -0.11098)
N (-1.64057, -1.33860, 0.76691)
C (-2.79428, -0.78019, 1.20972)
N (-0.63109, -2.98638, -0.69502)
C (0.58521, -2.89937, -0.28061)
N (1.13247, -2.19320, 0.79206)
C (2.48413, -2.65085, 0.96363)
N (3.37949, -2.44979, 1.82774)
C (3.32538, -1.69875, 3.01641)
C (4.56035, -1.43240, 3.61004)
C (4.60903, -0.72223, 4.78925)
C (3.41458, -0.31038, 5.36672)
C (2.24285, -0.63119, 4.71084)
N (2.18314, -1.29657, 3.55326)
C (2.78001, -3.56613, -0.17746)
C (3.95407, -4.21120, -0.51534)
C (3.94004, -5.00442, -1.65526)
C (2.77658, -5.15173, -2.41861)
C (1.60177, -4.50608, -2.05502)
C (1.64376, -3.71124, -0.92458)
H (-4.91577, -0.70662, 1.25164)
H (-5.10518, -2.64979, -0.34683)
H (-2.99133, -3.65820, -1.21837)
H (-2.69372, 0.06372, 1.87435)
H (5.45315, -1.78795, 3.11099)
H (5.55971, -0.49865, 5.25839)
H (3.38765, 0.24009, 6.29902)
H (1.29442, -0.32666, 5.14209)
H (4.84302, -4.09138, 0.09269)
H (4.84517, -5.51521, -1.96408)
H (2.79651, -5.77548, -3.30542)
H (0.68699, -4.60879, -2.62831)
C (-0.66760, 4.07338, 3.73118)
C (-0.79747, 2.57391, 3.81816)
C (-1.28073, 1.91647, 4.93514)
C (-1.36928, 0.53704, 4.96144)
C (-0.93990, -0.17186, 3.85891)
Br (-1.06005, -2.05003, 3.88553)
N (-0.45247, 0.44033, 2.77240)
C (-0.41259, 1.78926, 2.74785)
H (-1.03012, 4.55297, 4.64003)
H (-1.23191, 4.46860, 2.88371)
H (0.37654, 4.35701, 3.58517)
H (-1.59692, 2.48895, 5.80252)
H (-1.75758, 0.00437, 5.81702)
H (-0.03034, 2.24301, 1.84310)
C (2.24749, 0.88070, -2.68115)
C (0.84736, 0.55079, -3.22590)
C (0.58693, 1.39474, -4.48546)
C (0.82021, -0.94732, -3.57934)
Si (-0.39685, 0.99620, -1.90013)
O (0.00723, 0.32686, -0.45319)
C (-2.16804, 0.50169, -2.32971)
C (-3.15668, 0.83399, -1.38883)
C (-4.49792, 0.53652, -1.59703)
C (-4.89365, -0.10581, -2.76559)
C (-3.94163, -0.43919, -3.72042)
C (-2.59805, -0.13733, -3.50326)
C (-0.43604, 2.85614, -1.65992)
C (-1.36839, 3.68452, -2.30277)
C (-1.37570, 5.06183, -2.09300)
C (-0.45369, 5.64114, -1.22762)
C (0.48452, 4.84175, -0.58510)
C (0.49462, 3.46674, -0.80465)
H (2.99505, 0.67741, -3.46215)
H (2.49935, 0.28314, -1.80441)
H (2.34598, 1.93332, -2.39010)
H (1.28876, 1.10439, -5.27926)
H (0.72805, 2.46223, -4.28832)
H (-0.42900, 1.26624, -4.87822)
H (1.65778, -1.17801, -4.25374)
H (-0.09714, -1.26354, -4.07789)
H (0.93691, -1.57300, -2.69000)
H (-2.86999, 1.35214, -0.47510)
H (-5.23773, 0.81239, -0.85178)
H (-5.93919, -0.34113, -2.93179)
H (-4.24327, -0.92919, -4.63940)
H (-1.88509, -0.39596, -4.27508)
H (-2.10491, 3.25319, -2.97518)
H (-2.10259, 5.68278, -2.60460)
H (-0.46464, 6.71252, -1.05817)
H (1.21728, 5.28893, 0.08043)
H (1.24251, 2.85368, -0.30590)
Br (2.41897, 0.84422, 1.38600)

Cartesian forces (eV/Å) of the 3 atoms listed first:
1.2678 -0.0300 -0.9593
-0.0866 -0.2196 0.1251
-0.0915 -0.0939 0.0077